{"formula": "C17H21ClN2O4", "method": "ωB97M-V with the def2-TZVPD basis set", "e_above_lowest_kj_mol": 36.9, "largest_force_ev_per_a": 0.6, "homo_lumo_gap_ev": 8.9, "charge": 0, "species": ["N", "H", "H", "H", "C", "H", "H", "Cl", "C", "C", "O", "H", "C", "C", "H", "H", "H", "C", "C", "H", "C", "H", "H", "C", "H", "H", "H", "H", "H", "H", "H", "C", "H", "N", "C", "C", "C", "C", "C", "H", "O", "C", "C", "O", "O"], "xyz": [[-0.509, 1.441, -0.094], [-5.345, -2.351, 1.566], [-3.299, -0.302, -1.991], [4.766, -1.993, -2.965], [-1.485, 0.878, -0.874], [1.755, 1.626, -1.522], [-0.342, 2.953, -1.478], [6.844, -0.740, 1.216], [-2.901, -1.042, -1.284], [4.613, -1.624, -1.963], [0.835, -1.340, -0.112], [-4.635, -1.170, 2.711], [3.334, -1.355, -1.513], [1.734, -0.594, 0.207], [2.478, -1.512, -2.152], [3.303, 1.671, 0.419], [-5.940, 0.652, 1.569], [-5.053, -1.306, 1.711], [0.136, 2.652, -0.545], [1.868, 0.383, 2.069], [1.500, 0.637, 1.067], [2.129, 3.294, -1.067], [-1.175, -0.990, -0.095], [5.702, -1.430, -1.130], [-2.536, -1.899, -1.860], [2.155, 2.665, 1.319], [6.703, -1.642, -1.471], [-6.656, -0.556, 0.492], [-0.565, 0.079, 1.487], [-0.004, 3.446, 0.199], [-0.140, 1.742, 1.916], [2.243, 1.883, 0.561], [4.086, -0.337, 1.635], [-1.857, -0.394, -0.538], [3.130, -0.865, -0.225], [-6.245, -0.388, 1.484], [4.221, -0.676, 0.620], [-0.004, 0.954, 1.162], [1.627, 2.382, -0.744], [-7.014, -0.597, 2.223], [-3.983, -0.995, 0.817], [5.494, -0.966, 0.160], [-4.052, -1.510, -0.410], [-4.916, -2.259, -0.787], [-2.000, 1.495, -1.791]], "forces_ev_per_angstrom": [[0.220, 0.167, 0.069], [0.091, 0.147, 0.098], [0.035, -0.243, 0.095], [0.022, -0.025, -0.091], [-0.110, -0.148, 0.205], [-0.008, 0.012, -0.128], [0.047, 0.041, 0.174], [0.138, 0.014, 0.106], [-0.112, 0.199, 0.008], [0.008, 0.004, 0.015], [0.031, -0.078, -0.081], [-0.021, -0.052, -0.131], [-0.097, 0.082, 0.133], [0.015, 0.238, 0.342], [-0.080, -0.026, -0.048], [-0.033, 0.091, 0.095], [-0.018, 0.101, 0.041], [-0.490, -0.188, 0.138], [0.092, 0.068, -0.469], [0.010, -0.002, 0.008], [-0.376, 0.147, 0.119], [0.045, -0.005, -0.059], [0.051, 0.172, -0.049], [0.000, 0.026, 0.107], [-0.108, 0.102, 0.090], [0.043, -0.003, 0.049], [0.101, -0.006, -0.003], [-0.073, 0.001, -0.042], [0.020, 0.120, 0.023], [-0.010, 0.007, -0.026], [0.014, -0.114, -0.002], [0.088, -0.071, -0.193], [0.012, 0.101, 0.098], [0.059, -0.284, -0.136], [0.343, -0.376, -0.351], [0.367, -0.164, -0.090], [-0.063, -0.071, -0.108], [0.135, -0.371, 0.212], [-0.117, 0.170, 0.298], [-0.105, -0.001, 0.079], [0.106, 0.217, 0.171], [-0.161, -0.038, -0.124], [0.144, -0.122, -0.228], [-0.070, -0.002, -0.053], [-0.186, 0.167, -0.363]]}